Entry 1:
{"formula": "C6H10O", "method": "the ωB97M-V functional and the def2-TZVPD basis", "e_above_lowest_kj_mol": 540.5, "total_charge": 0, "species": ["O", "C", "C", "C", "C", "C", "C", "H", "H", "H", "H", "H", "H", "H", "H", "H", "H"], "coordinates": [[0.6246, 0.5011, 1.2469], [2.0271, 0.3741, 0.7629], [1.9304, 0.6934, -0.6805], [0.5382, 0.6806, -1.1475], [-0.1271, 0.0657, 0.1412], [-1.5433, 0.0581, 0.2623], [-2.2511, -1.2402, 0.1697], [2.2702, -0.6265, 1.1372], [2.5699, 1.5083, -1.0036], [2.6186, 1.1573, 1.2469], [0.3025, 0.0535, -2.0104], [0.2277, 1.7216, -1.3769], [0.2158, -0.9867, 0.0375], [-2.0911, 0.8606, 0.7498], [-1.9429, -1.9306, 0.9631], [-3.3325, -1.1160, 0.2606], [-2.0368, -1.7744, -0.7591]]}


Entry 2:
{"formula": "C33H80ClO26P7", "method": "the ωB97M-V functional and the def2-TZVPD basis", "e_tot_ev": -166294.12865, "total_charge": 0, "smiles": "CCCCP(C)(Cl)(CCCO)COc1ccccc1.COP(=O)(OC)OC.COP(=O)(OC)OC.COP(=O)(OC)OC.COP(=O)(OC)OC.COP(=O)(OC)OC.COP(=O)(OC)OC", "species": ["C", "C", "C", "C", "P", "C", "Cl", "C", "C", "C", "O", "C", "O", "C", "C", "C", "C", "C", "C", "H", "H", "H", "H", "H", "H", "H", "H", "H", "H", "H", "H", "H", "H", "H", "H", "H", "H", "H", "H", "H", "H", "H", "H", "H", "H", "C", "O", "P", "O", "O", "C", "O", "C", "H", "H", "H", "H", "H", "H", "H", "H", "H", "C", "O", "P", "O", "O", "C", "O", "C", "H", "H", "H", "H", "H", "H", "H", "H", "H", "C", "O", "P", "O", "O", "C", "O", "C", "H", "H", "H", "H", "H", "H", "H", "H", "H", "C", "O", "P", "O", "O", "C", "O", "C", "H", "H", "H", "H", "H", "H", "H", "H", "H", "C", "O", "P", "O", "O", "C", "O", "C", "H", "H", "H", "H", "H", "H", "H", "H", "H", "C", "O", "P", "O", "O", "C", "O", "C", "H", "H", "H", "H", "H", "H", "H", "H", "H"], "coordinates": [[-3.3919, -1.2454, -3.7824], [-3.3758, -2.6837, -3.2270], [-2.0301, -3.4695, -3.3478], [-0.8377, -2.7446, -3.9906], [-0.0008, -1.3595, -3.1132], [-0.4889, 0.4151, -3.1342], [1.0827, -0.9308, -5.0824], [1.6816, -1.7134, -2.3894], [2.5216, -0.4479, -2.1392], [3.6562, -0.8521, -1.1895], [4.5591, 0.2300, -1.0488], [-0.7868, -1.6734, -1.4090], [-0.0343, -0.8293, -0.4760], [-0.7817, -0.2896, 0.5307], [-1.4858, 0.8990, 0.4496], [-2.1907, 1.4125, 1.5333], [-2.1979, 0.7389, 2.7472], [-1.5080, -0.4650, 2.8266], [-0.8002, -0.9746, 1.7541], [-4.4366, -0.9991, -4.0047], [-2.8499, -1.1091, -4.7181], [-3.0959, -0.5501, -2.9946], [-3.6876, -2.6956, -2.1784], [-4.1488, -3.2383, -3.7674], [-1.7897, -3.9676, -2.4054], [-2.2541, -4.3037, -4.0242], [-0.0647, -3.4931, -4.1996], [-1.1491, -2.3920, -4.9759], [0.3600, 1.0437, -2.8620], [-1.2562, 0.5753, -2.3765], [-0.8558, 0.7203, -4.1113], [2.1969, -2.2730, -3.1779], [1.6264, -2.3839, -1.5295], [1.9144, 0.2683, -1.5839], [2.9249, -0.0542, -3.0701], [4.1557, -1.7692, -1.5342], [3.1841, -1.0723, -0.2220], [4.8332, 0.2640, -0.1245], [-1.8324, -1.3627, -1.3150], [-0.6449, -2.6986, -1.0502], [-1.5028, 1.4798, -0.4674], [-2.7172, 2.3567, 1.4419], [-2.7352, 1.1561, 3.5911], [-1.4867, -1.0197, 3.7601], [-0.2507, -1.9067, 1.8233], [-8.5854, 5.8440, 2.6483], [-7.7038, 4.8884, 2.0680], [-6.7211, 3.9348, 2.9622], [-7.4323, 3.8112, 4.2593], [-5.4548, 4.9344, 2.9549], [-5.5358, 6.3382, 3.1026], [-5.6564, 2.6615, 3.0543], [-5.7855, 1.6130, 2.0700], [-9.5745, 5.7121, 2.2118], [-8.6592, 5.7566, 3.7295], [-8.2292, 6.8415, 2.3903], [-6.0719, 6.6170, 4.0109], [-5.9905, 6.7941, 2.2224], [-4.5170, 6.7140, 3.1788], [-5.6176, 2.0111, 1.0675], [-6.7759, 1.1554, 2.1255], [-5.0341, 0.8572, 2.2795], [1.4877, 1.9937, 2.6189], [2.6498, 2.8073, 2.7957], [4.1504, 2.1886, 2.9658], [4.0331, 0.8904, 2.2443], [4.1005, 2.0750, 4.5745], [2.9731, 1.6973, 5.3362], [5.8091, 2.2675, 3.0965], [6.4529, 3.3813, 2.4348], [0.9131, 2.3747, 1.7761], [1.7097, 0.9438, 2.4487], [0.8699, 2.0866, 3.5124], [2.5641, 0.7362, 5.0216], [2.2129, 2.4782, 5.3009], [3.2840, 1.6013, 6.3752], [6.1161, 4.3294, 2.8571], [6.2422, 3.3617, 1.3630], [7.5250, 3.2885, 2.5867], [3.8623, 6.4696, 9.5214], [4.6826, 5.7196, 8.6345], [5.4723, 4.3315, 9.0697], [4.5080, 3.9159, 10.1454], [6.8415, 5.0019, 9.5858], [6.9293, 6.2681, 10.2115], [6.2616, 2.8198, 9.1258], [6.2346, 2.0123, 7.9589], [2.9144, 6.6753, 9.0250], [3.6682, 5.9600, 10.4601], [4.3555, 7.4226, 9.7216], [6.2716, 6.3325, 11.0789], [6.7204, 7.0676, 9.5000], [7.9566, 6.3880, 10.5509], [6.7306, 2.5292, 7.1356], [5.1977, 1.7963, 7.6845], [6.7563, 1.0792, 8.1565], [-8.4377, -8.8239, -7.5772], [-8.1709, -7.4359, -7.7482], [-7.5523, -6.5010, -6.5564], [-6.7801, -7.4562, -5.7226], [-8.9706, -6.0344, -5.9473], [-10.0933, -6.8775, -5.7823], [-6.9124, -5.0487, -6.0620], [-6.2253, -4.2536, -7.0511], [-8.0027, -9.3658, -8.4160], [-8.0382, -9.2249, -6.6489], [-9.5176, -8.9716, -7.5990], [-9.8475, -7.7650, -5.1972], [-10.5181, -7.1497, -6.7491], [-10.8466, -6.3091, -5.2399], [-6.9042, -3.9642, -7.8562], [-5.3801, -4.8100, -7.4636], [-5.8513, -3.3568, -6.5639], [-1.6221, 1.2516, -8.3714], [-2.4379, 0.5535, -9.3257], [-2.8573, -1.0111, -9.0711], [-2.8379, -1.0637, -7.5796], [-1.5760, -1.6430, -9.8128], [-0.2659, -1.1038, -9.7706], [-3.6591, -2.4497, -9.3508], [-4.9396, -2.3914, -10.0052], [-2.0885, 2.2096, -8.1443], [-1.4772, 0.7002, -7.4471], [-0.6503, 1.4495, -8.8228], [0.0807, -0.9700, -8.7450], [-0.2149, -0.1690, -10.3291], [0.3912, -1.8183, -10.2626], [-4.8496, -1.9708, -11.0079], [-5.6342, -1.7896, -9.4127], [-5.3242, -3.4055, -10.0819], [7.2152, -0.2854, 4.0130], [7.8420, -1.2515, 4.8581], [9.4291, -1.1931, 5.2334], [9.7653, 0.2514, 5.1385], [9.9344, -2.1070, 4.0055], [9.4364, -2.0263, 2.6842], [10.7114, -1.7633, 6.1267], [10.4173, -2.3386, 7.4155], [6.3081, 0.0659, 4.5014], [7.8469, 0.5684, 3.7846], [6.9266, -0.7729, 3.0822], [9.5053, -1.0117, 2.2894], [8.4127, -2.3982, 2.6333], [10.0542, -2.6758, 2.0665], [9.7783, -3.2174, 7.3121], [9.9310, -1.6031, 8.0608], [11.3571, -2.6393, 7.8705]]}


Entry 3:
{"formula": "C20H23N5O3", "method": "the ωB97M-V functional and the def2-TZVPD basis", "e_above_lowest_kj_mol": 189.6, "total_charge": 0, "smiles": "[H]/N=c1/c(C(=O)NCCCOC)cc2c(=O)n3cc(C)ccc3nc2n1CC=C", "species": ["H", "N", "C", "C", "C", "O", "N", "C", "C", "C", "O", "C", "C", "C", "C", "O", "N", "C", "C", "C", "C", "C", "C", "N", "C", "N", "C", "C", "C", "H", "H", "H", "H", "H", "H", "H", "H", "H", "H", "H", "H", "H", "H", "H", "H", "H", "H", "H", "H", "H", "H"], "coordinates": [[1.6999, -3.2023, -0.3801], [1.9695, -2.2717, -0.0915], [1.0444, -1.3956, -0.0301], [1.3251, -0.0425, 0.4188], [2.7004, 0.4536, 0.7572], [2.8928, 1.6395, 0.9828], [3.6605, -0.4819, 0.8119], [5.0456, -0.1601, 1.0413], [5.8844, -0.3162, -0.2336], [5.4542, 0.6170, -1.3776], [6.1447, 1.8411, -1.4370], [5.8286, 2.7628, -0.4156], [0.3145, 0.8560, 0.5493], [-1.0250, 0.5164, 0.2476], [-2.0837, 1.4621, 0.4209], [-2.0006, 2.5972, 0.8372], [-3.3788, 0.9532, 0.0419], [-4.4448, 1.7888, 0.1742], [-5.7093, 1.4180, -0.1595], [-6.8696, 2.3472, -0.0084], [-5.8994, 0.1054, -0.6621], [-4.8419, -0.7365, -0.7976], [-3.5307, -0.3252, -0.4413], [-2.5333, -1.1648, -0.5810], [-1.2972, -0.7682, -0.2394], [-0.2878, -1.6632, -0.3917], [-0.6144, -2.9737, -0.9248], [-0.6556, -4.0602, 0.1121], [-0.6117, -3.8753, 1.4174], [3.3888, -1.4212, 0.5173], [5.4406, -0.8298, 1.8134], [5.0785, 0.8659, 1.4112], [5.7946, -1.3492, -0.5760], [6.9335, -0.1252, -0.0029], [5.6752, 0.1405, -2.3369], [4.3706, 0.7946, -1.3188], [4.7574, 2.7647, -0.1928], [6.3860, 2.5488, 0.5033], [6.1258, 3.7439, -0.7852], [0.5349, 1.8560, 0.8935], [-4.1903, 2.7645, 0.5649], [-6.5481, 3.3076, 0.3833], [-7.3537, 2.5041, -0.9712], [-7.6075, 1.9202, 0.6692], [-6.8942, -0.2136, -0.9343], [-4.9466, -1.7405, -1.1736], [-1.6038, -2.8871, -1.3833], [0.1044, -3.2289, -1.7131], [-0.7468, -5.0550, -0.3037], [-0.6579, -4.7007, 2.1058], [-0.5204, -2.8956, 1.8568]]}


Entry 4:
{"formula": "C13H32B2F6IInN7O2P", "method": "the ωB97M-V functional and the def2-TZVPD basis", "e_above_lowest_kj_mol": 0.0, "total_charge": 2, "species": ["In", "N", "C", "C", "N", "C", "C", "N", "C", "C", "N", "H", "H", "H", "H", "H", "H", "H", "H", "H", "H", "H", "H", "H", "H", "H", "H", "H", "H", "F", "B", "F", "F", "F", "N", "C", "P", "O", "O", "C", "N", "H", "H", "H", "H", "H", "H", "H", "H", "H", "H", "I", "C", "C", "C", "C", "C", "N", "H", "H", "H", "H", "F", "B", "F"], "coordinates": [[0.4970, -0.5047, 0.0490], [3.0406, -0.1801, 0.1499], [3.7908, -1.1958, -0.6050], [3.1769, -2.5631, -0.3807], [1.7837, -2.6674, -0.8531], [1.7310, -2.6874, -2.3311], [0.6285, -1.8179, -2.9073], [0.8173, -0.4271, -2.4606], [1.1889, -3.8893, -0.2769], [-0.2620, -4.1235, -0.6576], [-1.0956, -3.0010, -0.2318], [3.2951, 0.7570, -0.1459], [3.2653, -0.2386, 1.1392], [4.8464, -1.2290, -0.3261], [3.7593, -0.9210, -1.6598], [3.1811, -2.7767, 0.6920], [3.8050, -3.3297, -0.8524], [1.6226, -3.7137, -2.6962], [2.6887, -2.3414, -2.7253], [-0.3443, -2.1437, -2.5417], [0.6258, -1.9114, -3.9961], [0.0647, 0.1652, -2.7990], [1.6730, -0.0401, -2.8483], [1.2585, -3.8036, 0.8123], [1.7803, -4.7688, -0.5650], [-0.5654, -5.0829, -0.2267], [-0.3609, -4.2354, -1.7381], [-1.2153, -3.0056, 0.7751], [-2.0206, -3.0464, -0.6421], [0.3853, 2.8149, -1.2759], [-0.6976, 3.0660, -0.5227], [-0.5555, 2.8197, 0.8293], [-1.2755, 4.3263, -0.6883], [-1.7888, 2.0832, -1.0322], [-3.8875, 0.2933, 3.8545], [-4.5193, 1.3138, 2.9428], [-3.0562, 2.1027, 2.1472], [-2.0810, 2.2701, 3.2486], [-2.7514, 1.1473, 0.9828], [-3.5233, 3.7720, 1.5393], [-2.3665, 4.6893, 1.8131], [-4.5571, -0.1172, 4.5063], [-3.1235, 0.7509, 4.3755], [-3.4379, -0.4653, 3.3307], [-5.0701, 2.0084, 3.5736], [-5.1928, 0.8107, 2.2529], [-4.3868, 4.1185, 2.1062], [-3.7613, 3.8000, 0.4785], [-2.6780, 5.6239, 2.0740], [-1.7909, 4.7542, 0.9552], [-1.7868, 4.2902, 2.5656], [-0.7219, -1.7464, 3.9720], [0.6158, -0.1400, 4.3353], [0.9394, 0.1314, 5.6571], [1.8185, 1.1783, 5.8819], [2.3113, 1.8908, 4.7968], [1.9096, 1.5185, 3.5262], [1.0726, 0.5026, 3.2936], [0.5323, -0.4544, 6.4681], [2.1156, 1.4305, 6.8912], [2.9981, 2.7146, 4.9317], [2.2650, 2.0537, 2.6521], [-2.8216, 0.0231, -1.0590], [-2.9531, 1.2307, -0.4807], [-4.0915, 1.9288, -0.7628]]}


Entry 5:
{"formula": "CH3NOP2", "method": "the ωB97M-V functional and the def2-TZVPD basis", "e_above_lowest_kj_mol": 205.4, "total_charge": 0, "species": ["C", "N", "O", "P", "P", "H", "H", "H"], "coordinates": [[2.3639, 0.3343, 0.0448], [-1.0721, -0.7368, -0.8947], [2.5400, 1.5094, -0.1609], [0.2971, -1.2466, -1.3030], [-2.0591, 0.3826, -0.0403], [2.7252, 0.0176, 1.0731], [-3.0424, -0.6084, -0.0659], [-1.7526, 0.3479, 1.3470]]}


Entry 6:
{"formula": "C4H9NO3P", "method": "the ωB97M-V functional and the def2-TZVPD basis", "e_above_lowest_kj_mol": 551.5, "total_charge": -1, "species": ["C", "C", "C", "C", "N", "O", "O", "O", "P", "H", "H", "H", "H", "H", "H", "H", "H", "H"], "coordinates": [[-1.2022, 0.4770, -0.0738], [1.7874, -0.5683, -1.3670], [-0.1744, 0.2602, 2.0696], [-0.3039, -1.6738, 0.3577], [-0.7372, -0.3583, 0.9154], [0.2659, 1.1135, -2.9550], [-1.8342, 0.1920, -1.1001], [1.2434, 2.2724, -0.9576], [0.8752, 0.8927, -1.4308], [-1.2211, 1.6041, 0.3451], [2.5125, -0.3212, -0.4852], [-0.4486, -0.2512, 3.0189], [0.8570, 0.5947, 1.9323], [-0.6491, 1.2409, 2.2387], [-1.1684, -2.0386, -0.3423], [0.5076, -1.5153, -0.3526], [-0.1324, -2.2157, 1.3070], [-0.1774, 0.2948, -3.1202]]}


So what do the calculations give for max |F|? Going down the list: 1.9; 8.3; 1.2; 0.5; 2.3; 3.8 eV/A.